The following is a DFT calculation (ωB97M-V/def2-TZVPD) of a structure of composition F2KNO4S2.

Calculated values
orbital gap	7.54	eV
energy above the lowest of the compared OMol25 structures with the same formula, charge and spin	16.1	kcal per mole
E_HOMO	-0.340	Ha

Positions of all 10 atoms, in Å:
K1 1.49243 -2.68829 -3.23203
N1 0.16373 1.04863 -0.08545
S1 -0.95424 1.03436 1.04158
O1 -0.50067 0.95798 2.38449
O2 -2.06203 0.20874 0.66564
F1 -1.49818 2.51183 0.89022
S2 0.54221 -0.48845 -0.27249
O3 0.02507 -1.09808 -1.47477
O4 0.73936 -1.33189 0.84823
F2 2.05231 -0.15485 -0.76542

---

The following is a DFT calculation (ωB97M-V/def2-TZVPD) of an isolated molecule of C4H6N2.

Calculated values
orbital gap	9.32	eV
energy above the lowest of the compared OMol25 structures with the same formula, charge and spin	64.6	kcal per mole
E_HOMO	-0.319	Ha

Positions of all 12 atoms, in Å:
C1 0.07907 -0.12698 1.52620
C2 0.22279 -0.77075 0.11093
C3 -0.94395 -0.31940 -0.47274
C4 -0.56638 0.56620 -1.47948
N1 0.74766 0.49075 -1.70600
N2 1.21715 -0.30759 -0.74951
H1 -0.39572 -0.76915 2.26442
H2 1.05927 0.22495 1.81580
H3 -0.54186 0.79254 1.46753
H4 -1.88179 -0.47454 0.04276
H5 -1.16395 1.33431 -1.94593
H6 2.16772 -0.64033 -0.87396

---

The following is a DFT calculation (ωB97M-V/def2-TZVPD) of an isolated molecule of C16H22N2O3.

Calculated values
orbital gap	9.02	eV
energy above the lowest of the compared OMol25 structures with the same formula, charge and spin	2.6	kcal per mole
E_HOMO	-0.307	Ha

Positions of all 43 atoms, in Å:
C1 3.14672 0.96705 1.02950
C2 1.95414 0.72493 0.15780
C3 1.12261 1.75307 -0.23980
C4 0.01320 1.52978 -1.04922
C5 -0.24809 0.23366 -1.45992
C6 0.57094 -0.81710 -1.07767
C7 1.67430 -0.58626 -0.26647
O1 2.53592 -1.53445 0.19213
C8 2.43195 -2.88150 -0.24517
C9 2.98016 -3.04093 -1.66360
H1 4.03200 -2.76539 -1.68128
H2 2.44612 -2.39881 -2.36002
H3 2.87908 -4.07304 -1.98777
C10 3.23662 -3.71155 0.75054
H4 3.19509 -4.76253 0.47997
H5 4.27233 -3.38250 0.74997
H6 2.83462 -3.58593 1.75239
H7 1.38118 -3.20473 -0.20992
H8 0.32998 -1.81089 -1.42114
H9 -1.10342 0.03312 -2.08924
C11 -0.90862 2.65626 -1.41636
H10 -1.53293 2.36804 -2.26234
H11 -0.33696 3.54418 -1.69200
C12 -1.83185 3.02747 -0.24394
N1 -2.58185 1.89220 0.25640
C13 -3.60217 1.42739 -0.49593
O2 -4.00466 1.94783 -1.51209
N2 -4.21578 0.26151 -0.01190
C14 -4.13333 -0.26645 1.24614
O3 -4.76208 -1.24043 1.57655
C15 -3.20849 0.51560 2.15529
C16 -2.05730 1.09724 1.34683
H12 -1.43686 1.74092 1.97408
H13 -1.42346 0.28635 0.96319
H14 -2.84615 -0.13645 2.94892
H15 -3.79731 1.31708 2.61049
H16 -4.90337 -0.14268 -0.63754
H17 -1.25131 3.43527 0.58545
H18 -2.55146 3.77646 -0.58494
H19 1.34607 2.76036 0.08396
H20 3.24954 2.02314 1.26395
H21 4.05008 0.62181 0.52944
H22 3.05482 0.40091 1.95524

---

The following is a DFT calculation (ωB97M-V/def2-TZVPD) of a structure of composition C36H47As3P2PtS2.

Calculated values
orbital gap	7.19	eV
energy above the lowest of the compared OMol25 structures with the same formula, charge and spin	0.0	kcal per mole
E_HOMO	-0.253	Ha

Positions of all 91 atoms, in Å:
Pt1 1.02098 -0.08133 -0.30256
S1 -2.55815 -2.39079 -0.15916
P1 -2.52106 -0.43242 0.07978
C1 -0.97588 0.35007 0.29918
P2 -0.78467 2.05495 0.21737
S2 1.25609 2.18270 0.33838
C2 -1.22829 2.86086 -1.36429
C3 -1.08481 2.12012 -2.53494
C4 -1.39643 2.68284 -3.76040
C5 -1.84960 3.99490 -3.83082
C6 -1.98851 4.73889 -2.66961
C7 -1.68153 4.17369 -1.43844
C8 -1.46880 3.21516 1.46224
C9 -2.77428 3.15462 1.94359
C10 -3.24261 4.10547 2.83943
C11 -2.41566 5.13450 3.26249
C12 -1.11331 5.20577 2.78994
C13 -0.64386 4.25199 1.89925
C14 -3.50742 -0.07641 1.57559
C15 -2.86443 -0.02678 2.80866
C16 -3.59359 0.17712 3.97089
C17 -4.97040 0.34058 3.90885
C18 -5.62064 0.27028 2.68368
C19 -4.89372 0.04923 1.52247
C20 -3.49862 0.32346 -1.28272
C21 -4.04165 1.60369 -1.19030
C22 -4.67865 2.18762 -2.27469
C23 -4.78143 1.49650 -3.47342
C24 -4.24822 0.22053 -3.57727
C25 -3.61282 -0.36068 -2.48891
H1 -0.74550 1.09301 -2.47155
H2 -1.30027 2.09228 -4.66299
H3 -2.10010 4.43183 -4.78935
H4 -2.34351 5.76088 -2.71654
H5 -1.81161 4.76017 -0.53817
H6 -3.43747 2.35751 1.64708
H7 -4.25786 4.03205 3.20790
H8 -2.78187 5.87604 3.96113
H9 -0.45794 6.00225 3.11838
H10 0.37763 4.31286 1.54598
H11 -1.78580 -0.12521 2.83895
H12 -3.08417 0.22199 4.92538
H13 -5.53862 0.51378 4.81434
H14 -6.69662 0.38145 2.63290
H15 -5.40563 -0.02505 0.57195
H16 -3.97237 2.16423 -0.26737
H17 -5.08801 3.18593 -2.18372
H18 -5.27493 1.95241 -4.32272
H19 -4.33388 -0.32943 -4.50649
H20 -3.21060 -1.36269 -2.55615
C26 3.80194 1.30277 -2.17182
As1 3.35803 0.04370 -0.76867
C27 4.38662 0.74920 0.71668
C28 4.41316 -1.49233 -1.33109
C29 3.99731 -2.84992 -0.75379
C30 5.03401 -3.87526 -1.23268
C31 2.63657 -3.26360 -1.33154
As2 0.93963 -2.41773 -0.77697
C32 -0.03204 -3.07144 -2.32280
C33 0.50734 -3.56461 0.72167
C34 3.98610 -2.78756 0.77979
As3 3.75158 -4.51571 1.72225
C35 3.44366 -3.70768 3.48298
C36 5.65042 -4.92038 2.02106
H21 4.88253 1.40708 -2.26633
H22 3.34883 2.26183 -1.92789
H23 3.38121 0.94331 -3.10955
H24 5.44767 0.75805 0.46792
H25 4.21378 0.14018 1.60096
H26 4.04653 1.76288 0.92120
H27 5.45165 -1.27353 -1.06709
H28 4.35430 -1.52302 -2.42282
H29 5.08429 -3.88836 -2.32365
H30 4.77436 -4.88311 -0.90028
H31 6.02817 -3.63063 -0.84999
H32 2.46640 -4.32533 -1.13211
H33 2.67685 -3.15598 -2.41906
H34 0.04360 -4.15872 -2.35568
H35 0.43871 -2.64653 -3.20938
H36 -1.07058 -2.76922 -2.25638
H37 0.77891 -4.59444 0.49281
H38 -0.55133 -3.47015 0.93952
H39 1.07519 -3.21454 1.58250
H40 3.17526 -2.13660 1.12484
H41 4.92236 -2.34832 1.13977
H42 2.44562 -3.27364 3.52754
H43 4.18210 -2.93090 3.68596
H44 3.51711 -4.47876 4.24894
H45 6.11164 -5.28253 1.10387
H46 5.72532 -5.70454 2.77419
H47 6.18627 -4.03736 2.37193

---

The following is a DFT calculation (ωB97M-V/def2-TZVPD) of an isolated molecule of C6H13NO.

Calculated values
orbital gap	10.40	eV
energy above the lowest of the compared OMol25 structures with the same formula, charge and spin	11.8	kcal per mole
E_HOMO	-0.350	Ha

Positions of all 21 atoms, in Å:
C1 2.02257 1.83957 1.45393
C2 0.55909 1.93665 0.98556
C3 0.29686 1.43126 -0.44146
C4 0.53909 -0.04835 -0.71417
C5 -0.36926 -0.94095 0.10392
N1 -1.28976 -1.71506 -0.54930
C6 -1.59585 -1.63999 -1.96658
O1 -0.27838 -0.97335 1.31724
H1 2.10830 1.25455 2.36276
H2 2.40196 2.83784 1.66038
H3 2.63707 1.37071 0.68382
H4 0.23713 2.98521 0.97951
H5 -0.11283 1.47533 1.70836
H6 0.94447 2.00628 -1.08783
H7 -0.74142 1.70354 -0.65024
H8 0.43238 -0.17926 -1.75654
H9 1.53492 -0.39665 -0.49442
H10 -1.99796 -2.09330 0.04787
H11 -0.75025 -1.88863 -2.58242
H12 -2.03071 -0.67257 -2.22961
H13 -2.34042 -2.39704 -2.22096

---

The following is a DFT calculation (ωB97M-V/def2-TZVPD) of an isolated molecule of C17H24N2O4.

Calculated values
orbital gap	9.32	eV
energy above the lowest of the compared OMol25 structures with the same formula, charge and spin	25.2	kcal per mole
E_HOMO	-0.318	Ha

Positions of all 47 atoms, in Å:
C1 0.90255 8.28956 1.62047
C2 1.85838 7.22538 1.10442
O1 1.10736 6.07096 0.78915
C3 1.80094 5.08150 0.07208
C4 2.86708 4.34394 0.89121
H1 2.41776 3.98702 1.81949
H2 3.67498 5.03196 1.14452
C5 3.46472 3.15776 0.12950
N1 2.52779 2.07359 -0.03762
C6 2.58980 0.94549 0.71260
O2 3.49232 0.73261 1.50002
C7 1.49441 -0.03704 0.47250
C8 1.77293 -1.38295 0.70176
C9 0.80510 -2.34490 0.51321
C10 -0.47637 -1.97892 0.10050
C11 -0.77001 -0.63344 -0.10662
C12 0.20898 0.32353 0.07909
H3 -0.05711 1.36225 -0.05503
H4 -1.76422 -0.34798 -0.40743
N2 -1.42184 -2.98772 -0.07040
C13 -2.69213 -2.91031 -0.53384
O3 -3.25892 -1.91001 -0.91462
C14 -3.39034 -4.28452 -0.51236
C15 -4.29956 -4.46800 -1.74337
H5 -4.20260 -3.59807 -2.39324
C16 -3.75898 -5.73826 -2.40670
H6 -4.33619 -6.60790 -2.09253
C17 -2.34414 -5.82453 -1.83656
H7 -1.65684 -5.18512 -2.40993
H8 -1.94419 -6.83759 -1.79305
O4 -2.45548 -5.35260 -0.50698
H9 -3.76271 -5.68318 -3.49218
H10 -5.34445 -4.56551 -1.45973
H11 -3.94923 -4.33948 0.42956
H12 -1.11748 -3.93040 0.15595
H13 1.03197 -3.38703 0.68872
H14 2.76469 -1.65285 1.03115
H15 1.76624 2.20013 -0.68236
H16 3.82110 3.48346 -0.85323
H17 4.30281 2.74737 0.69838
H18 1.02166 4.38220 -0.24371
H19 2.26627 5.51976 -0.82675
H20 2.38146 7.58509 0.20403
H21 2.61312 6.99897 1.87136
H22 0.15924 8.51968 0.86231
H23 0.39014 7.92366 2.50548
H24 1.45170 9.19276 1.87139

---

What did the second record say?
The following is a DFT calculation (ωB97M-V/def2-TZVPD) of an isolated molecule of C4H6N2.

Calculated values
orbital gap	9.32	eV
energy above the lowest of the compared OMol25 structures with the same formula, charge and spin	64.6	kcal per mole
E_HOMO	-0.319	Ha

Positions of all 12 atoms, in Å:
C1 0.07907 -0.12698 1.52620
C2 0.22279 -0.77075 0.11093
C3 -0.94395 -0.31940 -0.47274
C4 -0.56638 0.56620 -1.47948
N1 0.74766 0.49075 -1.70600
N2 1.21715 -0.30759 -0.74951
H1 -0.39572 -0.76915 2.26442
H2 1.05927 0.22495 1.81580
H3 -0.54186 0.79254 1.46753
H4 -1.88179 -0.47454 0.04276
H5 -1.16395 1.33431 -1.94593
H6 2.16772 -0.64033 -0.87396

---

Copy entry 5 word for word.
The following is a DFT calculation (ωB97M-V/def2-TZVPD) of an isolated molecule of C6H13NO.

Calculated values
orbital gap	10.40	eV
energy above the lowest of the compared OMol25 structures with the same formula, charge and spin	11.8	kcal per mole
E_HOMO	-0.350	Ha

Positions of all 21 atoms, in Å:
C1 2.02257 1.83957 1.45393
C2 0.55909 1.93665 0.98556
C3 0.29686 1.43126 -0.44146
C4 0.53909 -0.04835 -0.71417
C5 -0.36926 -0.94095 0.10392
N1 -1.28976 -1.71506 -0.54930
C6 -1.59585 -1.63999 -1.96658
O1 -0.27838 -0.97335 1.31724
H1 2.10830 1.25455 2.36276
H2 2.40196 2.83784 1.66038
H3 2.63707 1.37071 0.68382
H4 0.23713 2.98521 0.97951
H5 -0.11283 1.47533 1.70836
H6 0.94447 2.00628 -1.08783
H7 -0.74142 1.70354 -0.65024
H8 0.43238 -0.17926 -1.75654
H9 1.53492 -0.39665 -0.49442
H10 -1.99796 -2.09330 0.04787
H11 -0.75025 -1.88863 -2.58242
H12 -2.03071 -0.67257 -2.22961
H13 -2.34042 -2.39704 -2.22096

---

Question: Which value of energy above the lowest of the compared OMol25 structures with the same formula, charge and spin does entry 6 give?
Answer: 25.2 kcal per mole